{
  "formula": "C31H30N4O3ScSi",
  "method": "wB97M-V/def2-TZVPD",
  "elements": ["Sc", "C", "C", "C", "C", "N", "C", "C", "C", "C", "C", "C", "N", "C", "C", "C", "C", "C", "N", "H", "H", "H", "H", "H", "H", "H", "H", "H", "H", "H", "C", "Si", "C", "C", "N", "C", "C", "C", "C", "C", "C", "O", "C", "C", "C", "C", "C", "C", "H", "H", "H", "H", "H", "H", "H", "H", "H", "H", "H", "H", "H", "H", "H", "H", "H", "H", "O", "C", "O", "H"],
  "coordinates": [[-0.3263, -0.5950, 0.0343], [0.1928, 4.1889, 0.9076], [0.3490, 4.2952, 2.2767], [0.4574, 3.1340, 3.0193], [0.3827, 1.9079, 2.3662], [0.1301, 1.7972, 1.0596], [0.0751, 2.9277, 0.3488], [0.6254, 0.6314, 3.0795], [1.2307, 0.6412, 4.3313], [1.4626, -0.5531, 4.9790], [1.0634, -1.7215, 4.3630], [0.4822, -1.6611, 3.1029], [0.2855, -0.5031, 2.4489], [-0.0244, -2.8946, 2.4549], [0.2272, -4.1579, 2.9778], [-0.3922, -5.2561, 2.4109], [-1.2643, -5.0527, 1.3583], [-1.4205, -3.7686, 0.8718], [-0.7922, -2.7038, 1.3765], [0.1409, 5.0589, 0.2695], [0.3972, 5.2621, 2.7588], [0.5869, 3.1872, 4.0887], [-0.0691, 2.8298, -0.7150], [1.5338, 1.5727, 4.7808], [1.9357, -0.5759, 5.9510], [1.1916, -2.6674, 4.8620], [0.8991, -4.2957, 3.8095], [-0.2090, -6.2483, 2.7998], [-1.8064, -5.8689, 0.9036], [-2.0961, -3.5823, 0.0537], [2.9087, -1.9277, -2.6538], [2.6714, -0.8465, -1.1488], [4.1581, 0.2524, -0.8488], [2.4861, -1.9723, 0.3472], [1.1748, 0.0538, -1.1997], [0.8574, 0.8748, -2.2697], [1.7454, 1.2712, -3.2792], [1.3569, 2.1320, -4.2935], [0.0694, 2.6414, -4.3380], [-0.8457, 2.2717, -3.3597], [-0.4422, 1.3902, -2.3784], [-1.2734, 0.9905, -1.3083], [-2.6391, 1.3200, -1.3374], [-3.1548, 2.0482, -0.2849], [-4.5175, 2.3281, -0.2713], [-5.3310, 1.8897, -1.3012], [-4.7889, 1.1576, -2.3506], [-3.4376, 0.8611, -2.3727], [3.7641, -2.5910, -2.4996], [3.0965, -1.3671, -3.5689], [2.0252, -2.5477, -2.8133], [5.0450, -0.3495, -0.6373], [3.9853, 0.9041, 0.0109], [4.3976, 0.8887, -1.7004], [3.3512, -2.6399, 0.3760], [1.6181, -2.6370, 0.2964], [2.4880, -1.4289, 1.2939], [2.7635, 0.9100, -3.2619], [2.0763, 2.4116, -5.0513], [-0.2288, 3.3234, -5.1215], [-1.8507, 2.6668, -3.3684], [-2.5107, 2.3918, 0.5127], [-4.9366, 2.8965, 0.5477], [-6.3888, 2.1125, -1.2882], [-5.4247, 0.8086, -3.1531], [-3.0045, 0.2860, -3.1794], [-2.2540, -1.3565, -0.6819], [-1.6465, -2.0438, -1.5497], [-0.4039, -2.1956, -1.4718], [-2.2084, -2.5073, -2.3721]],
  "forces_ev_per_angstrom": [[0.1303, 0.3169, 0.1636], [0.0001, -0.0304, -0.0349], [-0.0037, 0.0327, 0.0009], [-0.0028, -0.0754, -0.0703], [-0.0026, -0.0210, -0.0054], [-0.0684, -0.0065, -0.0157], [-0.0054, -0.0143, 0.0013], [0.0358, 0.0509, 0.0232], [-0.0294, 0.0007, -0.0557], [-0.0130, -0.0212, -0.0226], [-0.0395, 0.0130, -0.0893], [0.0369, -0.0179, 0.0727], [0.0382, -0.0905, 0.0882], [-0.0036, -0.0441, 0.0165], [-0.0131, 0.0622, -0.0361], [-0.0112, -0.0084, -0.0018], [-0.0050, -0.0126, -0.0125], [0.0119, 0.0636, 0.0115], [0.0410, -0.0718, -0.0358], [-0.0020, 0.0198, 0.0066], [0.0101, -0.0004, 0.0060], [0.0068, 0.0104, 0.0080], [0.0037, 0.0233, 0.0320], [0.0106, -0.0073, 0.0196], [0.0014, 0.0121, 0.0046], [0.0092, 0.0007, 0.0229], [0.0004, 0.0073, 0.0114], [0.0028, -0.0096, -0.0022], [-0.0053, -0.0022, -0.0006], [-0.0017, -0.0342, 0.0026], [0.0657, -0.0263, 0.0674], [-0.0406, 0.0537, -0.1073], [-0.0223, -0.0422, 0.0398], [0.0586, -0.0572, 0.0332], [0.0327, -0.0892, 0.1252], [0.0550, 0.0507, -0.1437], [-0.0378, 0.0411, 0.0322], [-0.0203, 0.0021, 0.0068], [0.0057, 0.0227, -0.0286], [0.0668, -0.0646, 0.0362], [0.0093, -0.0041, 0.0336], [-0.0541, -0.0940, -0.0532], [0.0137, -0.0460, -0.1306], [-0.0293, -0.0196, -0.0342], [0.0108, 0.0094, 0.0151], [-0.0265, 0.0080, 0.0272], [0.0223, -0.0231, -0.0419], [-0.0265, 0.0722, 0.0807], [0.0021, -0.0030, -0.0015], [-0.0181, 0.0305, -0.0049], [-0.0269, 0.0085, 0.0122], [-0.0020, -0.0288, 0.0046], [-0.0072, 0.0048, 0.0087], [-0.0157, 0.0183, -0.0232], [0.0234, 0.0148, -0.0216], [-0.0275, 0.0294, -0.0238], [-0.0048, 0.0140, 0.0161], [0.0190, -0.0136, 0.0116], [0.0009, 0.0088, -0.0137], [-0.0036, 0.0018, -0.0016], [-0.0227, 0.0066, -0.0021], [0.0094, -0.0092, -0.0045], [-0.0037, 0.0052, 0.0124], [-0.0103, 0.0077, -0.0001], [-0.0030, -0.0028, -0.0030], [0.0249, -0.0096, -0.0111], [-0.1354, 0.0508, 0.0415], [-0.0485, 0.0254, 0.0276], [0.0322, -0.0986, -0.1238], [0.0020, -0.0009, 0.0338]],
  "charge": 1,
  "relative_energy_kcal_mol": 29.0,
  "gap_ev": 6.34,
  "fmax_ha_per_bohr": 0.007,
  "energy_ev": -73316.43553
}

***

{
  "formula": "C31H30N5O5PPtS2",
  "method": "wB97M-V/def2-TZVPD",
  "elements": ["Pt", "N", "C", "C", "O", "N", "C", "C", "O", "O", "H", "H", "H", "H", "H", "H", "C", "C", "C", "C", "C", "C", "C", "C", "N", "H", "H", "H", "H", "H", "H", "O", "C", "N", "C", "O", "C", "C", "C", "C", "N", "C", "H", "H", "H", "H", "H", "H", "H", "H", "S", "P", "S", "C", "C", "C", "C", "C", "C", "C", "C", "C", "C", "C", "C", "H", "H", "H", "H", "H", "H", "H", "H", "H", "H"],
  "coordinates": [[-0.7135, 0.8432, 0.7030], [-1.3496, 2.8714, 1.6307], [-2.1259, 3.5194, 0.5652], [-3.0442, 2.5247, -0.1297], [-4.1499, 2.8746, -0.5165], [-2.5102, 1.2747, -0.2810], [-3.3214, 0.3050, -0.7613], [-4.2268, -0.8949, 1.0986], [-4.7601, -1.7579, 0.5058], [-3.7954, -0.2860, 2.0051], [-1.9527, 2.6351, 2.4118], [-0.6116, 3.4791, 1.9736], [-1.4206, 3.9098, -0.1713], [-2.7407, 4.3446, 0.9248], [-2.8500, -0.6083, -1.0841], [-4.2847, 0.5839, -1.1706], [0.6450, 1.6599, -0.8896], [2.0476, 1.7387, -0.5120], [2.8486, 0.5843, -0.4307], [4.1638, 0.6450, -0.0249], [4.7390, 1.8701, 0.3247], [3.9623, 3.0285, 0.2619], [2.6442, 2.9579, -0.1446], [6.1173, 1.9399, 0.7131], [7.2238, 2.0033, 1.0216], [0.4414, 0.9148, -1.6576], [0.2296, 2.6296, -1.1603], [2.4134, -0.3717, -0.6920], [4.7635, -0.2552, 0.0197], [4.4074, 3.9804, 0.5220], [2.0536, 3.8661, -0.2014], [1.1004, 4.4463, 2.8207], [1.6663, 4.0481, 4.0632], [3.0338, 3.6310, 3.9804], [3.5446, 2.3576, 3.8725], [4.7130, 2.1454, 4.1109], [2.6445, 1.2381, 3.4463], [2.9584, -0.0421, 3.8901], [2.1716, -1.0967, 3.4751], [1.1135, -0.8487, 2.6163], [0.8270, 0.3708, 2.1548], [1.5894, 1.3930, 2.5659], [1.6163, 5.1742, 2.4575], [1.0407, 3.2314, 4.4161], [1.6045, 4.8688, 4.7796], [3.7454, 4.2938, 4.2506], [3.8130, -0.1817, 4.5384], [2.3658, -2.1084, 3.8012], [0.4740, -1.6527, 2.2826], [1.3598, 2.3549, 2.1347], [1.3029, -2.1922, -2.6704], [-0.5408, -2.6711, -2.1016], [-0.3848, -1.8621, -0.2701], [-1.8363, -1.9550, -3.1145], [-3.1339, -2.4520, -2.9982], [-4.1701, -1.8228, -3.6671], [-3.9100, -0.7101, -4.4559], [-2.6168, -0.2227, -4.5792], [-1.5755, -0.8405, -3.9052], [-0.8730, -4.4398, -2.0520], [-1.3075, -5.0607, -0.8883], [-1.5878, -6.4205, -0.8989], [-1.4286, -7.1524, -2.0653], [-0.9898, -6.5310, -3.2287], [-0.7150, -5.1747, -3.2256], [-3.3383, -3.3136, -2.3746], [-5.1807, -2.1936, -3.5625], [-4.7227, -0.2151, -4.9715], [-2.4204, 0.6479, -5.1904], [-0.5651, -0.4578, -3.9783], [-1.4211, -4.4827, 0.0201], [-1.9289, -6.9061, 0.0057], [-1.6448, -8.2128, -2.0705], [-0.8629, -7.1049, -4.1369], [-0.3734, -4.6870, -4.1314]],
  "forces_ev_per_angstrom": [[0.0639, 0.0399, 0.0844], [0.0676, 0.0064, 0.0384], [-0.0033, 0.0075, -0.0147], [0.0584, -0.0581, 0.0134], [-0.0422, 0.0280, -0.0459], [-0.0213, -0.0418, 0.1474], [0.0599, 0.0839, -0.2925], [0.0065, -0.6466, 0.6838], [0.0498, 0.3490, -0.2265], [-0.0657, 0.2368, -0.3889], [-0.0095, -0.0178, -0.0120], [0.0198, 0.0140, 0.0002], [-0.0009, 0.0252, 0.0082], [-0.0044, -0.0042, 0.0078], [-0.0062, -0.0607, 0.0528], [-0.0053, 0.0194, 0.0350], [-0.0027, 0.0366, -0.1271], [-0.0492, -0.0247, 0.1443], [-0.0010, 0.0052, 0.0024], [0.0105, -0.0146, 0.0044], [0.0025, 0.0175, -0.0012], [-0.0122, -0.0198, 0.0089], [0.0022, -0.0045, -0.0132], [-0.0052, 0.0269, 0.0681], [-0.0025, -0.0066, -0.0249], [0.0113, -0.0075, 0.0114], [-0.0546, -0.0296, -0.0208], [-0.0225, -0.0244, -0.0144], [0.0013, 0.0026, 0.0040], [0.0100, 0.0068, 0.0005], [-0.0061, 0.0025, -0.0066], [-0.0383, 0.0386, 0.0289], [-0.0061, -0.0227, -0.0153], [0.0045, 0.0436, 0.0138], [0.0385, 0.0387, -0.1294], [-0.0058, -0.0243, 0.0266], [0.0140, -0.0508, 0.0332], [-0.0059, 0.0296, -0.0028], [-0.0125, -0.0216, -0.0152], [-0.0587, -0.0362, 0.0087], [0.0502, 0.0422, -0.1133], [0.0087, 0.0202, -0.0248], [0.0160, -0.0028, -0.0122], [-0.0078, -0.0125, 0.0065], [0.0051, 0.0000, -0.0070], [-0.0032, -0.0039, 0.0138], [0.0002, 0.0007, 0.0062], [0.0012, -0.0008, -0.0026], [-0.0189, -0.0113, -0.0245], [-0.0091, -0.0070, 0.0159], [0.0087, 0.0103, 0.0123], [0.0269, -0.0152, 0.0195], [-0.0067, -0.0004, -0.0154], [-0.0093, -0.0009, 0.0298], [-0.0042, -0.0024, -0.0282], [0.0044, 0.0023, -0.0072], [-0.0214, 0.0035, 0.0062], [0.0074, 0.0127, 0.0054], [0.0065, 0.0333, 0.0388], [-0.0277, 0.0063, 0.0141], [0.0114, -0.0037, 0.0085], [0.0040, -0.0009, -0.0042], [-0.0016, 0.0016, 0.0057], [0.0035, 0.0043, -0.0049], [-0.0117, -0.0029, -0.0047], [0.0021, -0.0073, 0.0098], [-0.0030, -0.0049, -0.0077], [0.0007, -0.0008, -0.0013], [0.0008, -0.0017, -0.0024], [-0.0052, -0.0044, -0.0023], [-0.0046, 0.0012, -0.0014], [-0.0004, 0.0016, -0.0004], [-0.0004, 0.0000, -0.0001], [0.0007, 0.0005, -0.0005], [-0.0022, 0.0010, -0.0023]],
  "relative_energy_kcal_mol": 15.7,
  "gap_ev": [5.86, 5.73],
  "fmax_ha_per_bohr": 0.018,
  "spin_multiplicity": 5,
  "s_squared": 6.03,
  "energy_ev": -84526.78870
}

***

{
  "formula": "C31H30N8Tl",
  "method": "wB97M-V/def2-TZVPD",
  "elements": ["Tl", "C", "N", "C", "C", "C", "C", "C", "C", "N", "C", "C", "C", "C", "C", "C", "N", "C", "C", "C", "C", "C", "N", "H", "H", "H", "H", "H", "H", "H", "H", "H", "H", "H", "H", "H", "H", "H", "H", "H", "H", "C", "C", "N", "H", "H", "H", "C", "C", "N", "C", "C", "C", "C", "C", "C", "C", "C", "N", "C", "N", "H", "H", "H", "H", "H", "H", "H", "H", "H"],
  "coordinates": [[-0.1003, 0.3077, -0.1677], [0.0482, -2.7954, 1.1322], [0.1599, -1.4717, 1.7518], [-0.8192, -1.2289, 2.8096], [-1.7573, -0.0720, 2.6315], [-2.3959, 0.4540, 3.7451], [-3.4386, 1.3443, 3.5597], [-3.8270, 1.6828, 2.2686], [-3.1057, 1.1672, 1.2141], [-2.0818, 0.3193, 1.4047], [1.5215, -1.1748, 2.2166], [2.5241, -1.1972, 1.0996], [3.7387, -1.8470, 1.2237], [4.6105, -1.8623, 0.1428], [4.2379, -1.2336, -1.0367], [3.0229, -0.5765, -1.0774], [2.2003, -0.5615, -0.0243], [-0.2445, -2.8994, -0.3535], [-0.3888, -4.1823, -0.8686], [-0.5899, -4.3576, -2.2248], [-0.6310, -3.2404, -3.0540], [-0.5059, -1.9990, -2.4792], [-0.3261, -1.8448, -1.1520], [-0.7266, -3.3762, 1.6315], [0.9838, -3.3403, 1.2857], [-0.3259, -1.1335, 3.7778], [-1.4816, -2.0933, 2.8883], [-2.0964, 0.1579, 4.7423], [-3.9653, 1.7465, 4.4160], [-4.6710, 2.3327, 2.0851], [-3.3562, 1.4039, 0.1916], [1.8406, -1.8949, 2.9757], [1.5144, -0.1840, 2.6791], [4.0100, -2.3209, 2.1583], [5.5636, -2.3684, 0.2224], [4.8820, -1.2453, -1.9045], [2.6919, -0.0626, -1.9686], [-0.3413, -5.0362, -0.2042], [-0.7065, -5.3521, -2.6348], [-0.7606, -3.3344, -4.1227], [-0.5387, -1.0985, -3.0786], [2.1883, 3.7721, -2.8601], [1.5606, 2.5595, -2.3732], [1.0638, 1.6044, -1.9740], [3.2504, 3.5988, -3.0353], [2.0774, 4.5539, -2.1075], [1.7266, 4.0942, -3.7933], [-2.3796, 3.7137, -2.2524], [-1.9553, 2.5441, -1.6642], [-1.1948, 2.5574, -0.5575], [-0.8308, 3.7129, 0.0023], [-1.1900, 4.9440, -0.5475], [-1.9705, 4.9217, -1.7042], [-0.6640, 6.2393, -0.0734], [-0.4777, 6.7430, 1.1487], [-0.8636, 6.2217, 2.4699], [-0.6614, 7.0310, 3.5834], [-1.1008, 6.5458, 4.8077], [-1.6902, 5.3617, 4.9102], [-1.8401, 4.6554, 3.8016], [-1.4436, 5.0239, 2.5908], [-2.9985, 3.6766, -3.1383], [-2.2250, 1.5808, -2.0808], [-0.2191, 3.6670, 0.8909], [-2.2670, 5.8570, -2.1630], [-0.3903, 6.8943, -0.8955], [-0.0391, 7.7331, 1.1959], [-0.1917, 8.0008, 3.4956], [-0.9847, 7.1141, 5.7225], [-2.3257, 3.6938, 3.8914]],
  "forces_ev_per_angstrom": [[-0.3610, -0.6219, 0.4086], [0.1082, -0.2019, 0.0099], [-0.1121, 0.6059, -0.6805], [-0.0964, -0.1694, 0.3196], [-0.1741, 0.3141, 0.0953], [-0.1149, 0.0145, 0.0350], [-0.0868, -0.0709, 0.0498], [-0.0157, -0.0676, -0.0459], [-0.0057, -0.0342, 0.1165], [0.6234, 0.1056, -0.6789], [0.2031, 0.0240, 0.2386], [0.1572, -0.0736, -0.0100], [0.0939, 0.0151, -0.0142], [-0.0222, 0.0124, 0.0246], [0.0305, -0.0090, 0.0940], [0.0719, -0.0600, -0.0569], [-0.7786, 0.6051, -0.1542], [0.0012, -0.1491, 0.0012], [-0.0314, -0.0437, -0.1109], [0.0240, 0.0149, 0.0445], [-0.0034, -0.0159, 0.0204], [-0.0363, 0.0132, -0.0786], [-0.0941, 1.1459, 0.0741], [0.0365, 0.0124, 0.0770], [-0.0075, -0.0162, 0.0591], [0.0540, -0.0360, -0.0078], [0.1002, -0.0755, 0.0446], [0.0106, -0.0562, -0.0244], [0.0174, 0.0338, -0.0099], [0.0148, 0.0036, -0.0126], [-0.0077, 0.0650, 0.0387], [-0.0804, 0.0172, 0.0592], [-0.0089, -0.0190, 0.0517], [-0.0663, -0.0579, -0.0199], [0.0025, 0.0047, -0.0174], [-0.0285, 0.0284, -0.0142], [0.0061, -0.0144, 0.0356], [0.0161, 0.0206, 0.0092], [0.0087, 0.0011, -0.0045], [-0.0283, 0.0190, 0.0031], [-0.0162, 0.0121, 0.0167], [0.1085, 0.1137, -0.0347], [-0.0189, -0.0448, -0.0484], [-0.0715, -0.1631, 0.1149], [-0.0151, -0.0456, 0.0138], [-0.0136, 0.0026, -0.0217], [-0.0580, -0.0528, 0.0183], [-0.0071, -0.0106, -0.0374], [-0.0457, 0.0893, -0.0258], [0.5843, -1.0459, -0.0394], [0.1482, -0.1112, 0.0189], [-0.0534, 0.0521, -0.0657], [-0.0138, -0.0403, 0.1547], [0.1080, 0.0433, -0.0072], [-0.0679, -0.1362, 0.0392], [0.0348, 0.1941, 0.3067], [-0.0357, -0.0619, -0.0331], [0.0375, -0.0224, -0.1871], [-0.2204, -0.2751, 0.4001], [0.4047, 0.6633, -0.1127], [-0.1606, -0.4449, -0.3968], [-0.0156, 0.0158, 0.0159], [-0.0009, -0.0051, 0.0037], [-0.0016, 0.0157, 0.0173], [0.0233, -0.0095, -0.0361], [-0.0124, 0.0056, 0.0067], [-0.0206, 0.0119, -0.0713], [-0.0209, 0.0058, 0.0243], [0.0156, 0.0193, -0.0132], [-0.0151, -0.0593, 0.0103]],
  "charge": 3,
  "relative_energy_kcal_mol": 35.9,
  "gap_ev": 5.04,
  "fmax_ha_per_bohr": 0.023,
  "energy_ev": -49222.11777
}